# 1
A molecular structure, C4H4EuO. Source: the OMol25 dataset; level of theory: ωB97M-V/def2-TZVPD.

Summary:
2S+1 = 7
Kohn-Sham gap (alpha / beta) = 7.042 / 6.044 eV
DFT total energy = -25574.0615 eV
Net charge = +1
Energy above the lowest of the compared OMol25 structures with the same formula, charge and spin = 136.8 kJ/mol
Molar mass = 220.04 Da

Element x y z (Å)
1 O 1.581 0.368 -1.115
2 C 0.429 0.918 -0.946
3 C -0.772 0.239 -0.855
4 C -1.548 0.245 0.329
5 C -1.686 -0.105 1.510
6 H 0.434 1.943 -0.532
7 H -0.813 -0.689 -1.438
8 H 1.437 -1.421 1.005
9 Eu 3.336 -1.214 -0.261
10 H -2.397 -0.283 2.303

# 2
C4H4F2 in the gas phase. Source: the OMol25 dataset; level of theory: ωB97M-V/def2-TZVPD.

Summary:
2S+1 = 1
Kohn-Sham gap = 10.265 eV
DFT total energy = -9642.9275 eV
Net charge = 0
SMILES = CC=C=C(F)F
Energy above the lowest of the compared OMol25 structures with the same formula, charge and spin = 340.1 kJ/mol
Molar mass = 90.07 Da

Element x y z (Å)
1 C 0.260 -0.577 0.828
2 C -0.716 0.152 0.641
3 C 1.580 -0.221 -0.456
4 C -1.786 0.602 0.254
5 F -2.119 0.120 -0.986
6 F -2.522 1.649 0.491
7 H -0.026 -1.511 1.332
8 H 0.935 -0.148 -1.408
9 H 1.875 0.722 0.052
10 H 2.519 -0.787 -0.749

# 3
C4H4F2O in the gas phase. Source: the OMol25 dataset; level of theory: ωB97M-V/def2-TZVPD.

Summary:
2S+1 = 1
Kohn-Sham gap = 9.860 eV
DFT total energy = -11693.9008 eV
Net charge = 0
SMILES = C=C(C=O)C(F)F
Energy above the lowest of the compared OMol25 structures with the same formula, charge and spin = 80.6 kJ/mol
Molar mass = 106.07 Da

Element x y z (Å)
1 C 0.958 -0.870 0.064
2 C -0.102 0.105 -0.127
3 C -0.316 0.872 -1.250
4 C -1.004 0.300 1.060
5 H 1.655 -0.994 -0.833
6 H -1.146 1.608 -1.200
7 H 0.378 0.831 -2.066
8 H -1.607 1.192 0.843
9 O -1.047 -0.360 2.071
10 F 1.726 -0.536 1.186
11 F 0.505 -2.147 0.252

# 4
C4H4F4P2 in the gas phase. Source: the OMol25 dataset; level of theory: ωB97M-V/def2-TZVPD.

Summary:
2S+1 = 1
Kohn-Sham gap (alpha / beta) = 8.645 / 7.463 eV
DFT total energy = -33654.2090 eV
Net charge = 0
Energy above the lowest of the compared OMol25 structures with the same formula, charge and spin = 284.0 kJ/mol
Molar mass = 190.02 Da

Element x y z (Å)
1 C -0.541 1.352 0.127
2 C 0.352 0.509 -0.614
3 C -1.021 -1.139 0.632
4 C -0.328 -0.921 -0.717
5 F -0.041 -1.384 1.600
6 F -1.859 -2.208 0.644
7 F 0.644 -1.841 -0.984
8 F -1.221 -1.122 -1.671
9 P -1.317 2.558 0.898
10 P 1.927 0.148 0.454
11 H 0.874 0.832 -1.625
12 H -2.380 1.749 1.547
13 H 2.268 1.444 0.471
14 H 2.643 0.024 -0.760

# 5
C4H4FN3 in the gas phase. Source: the OMol25 dataset; level of theory: ωB97M-V/def2-TZVPD.

Summary:
2S+1 = 1
Kohn-Sham gap = 10.280 eV
DFT total energy = -11395.9765 eV
Net charge = 0
SMILES = Fc1nnn2c1CC2
Energy above the lowest of the compared OMol25 structures with the same formula, charge and spin = 422.8 kJ/mol
Molar mass = 113.10 Da

Element x y z (Å)
1 C 1.860 0.054 -0.197
2 C -1.448 0.395 0.047
3 C -0.693 -1.137 -0.146
4 C 0.609 -0.313 -0.124
5 H -1.869 0.321 1.250
6 H -2.195 0.826 -0.638
7 H -0.606 -1.721 0.702
8 H -1.046 -1.843 -0.873
9 N 1.949 1.396 -0.106
10 N 0.687 1.980 0.005
11 N -0.050 0.839 -0.039
12 F 2.803 -0.797 0.117

# 6
C4H4FN3O2 in the gas phase. Source: the OMol25 dataset; level of theory: ωB97M-V/def2-TZVPD.

Summary:
2S+1 = 1
Kohn-Sham gap = 8.606 eV
DFT total energy = -15489.1451 eV
Net charge = 0
SMILES = O=[N+]([O-])[C@H]1N=CC=CN1F
Energy above the lowest of the compared OMol25 structures with the same formula, charge and spin = 596.3 kJ/mol
Molar mass = 145.09 Da

Element x y z (Å)
1 C 0.827 -0.081 -0.524
2 C 0.124 1.056 -0.612
3 C 0.355 -1.089 0.369
4 C -1.621 0.043 0.666
5 N -0.809 -1.055 0.899
6 N -1.094 1.114 -0.035
7 N -2.911 -0.362 -0.313
8 O -3.826 -0.786 0.323
9 O -2.805 -0.197 -1.515
10 F -1.328 2.365 0.717
11 H 1.698 -0.096 -1.035
12 H 0.505 1.947 -1.061
13 H 0.977 -1.906 0.716
14 H -2.278 0.382 1.523

# 7
C4H4FNO2 in the gas phase. Source: the OMol25 dataset; level of theory: ωB97M-V/def2-TZVPD.

Summary:
2S+1 = 1
Kohn-Sham gap = 10.069 eV
DFT total energy = -12511.4514 eV
Net charge = 0
SMILES = Cc1cn(F)oc1=O
Energy above the lowest of the compared OMol25 structures with the same formula, charge and spin = 292.2 kJ/mol
Molar mass = 117.08 Da

Element x y z (Å)
1 C -0.858 -0.485 -0.659
2 C -0.061 -0.041 0.287
3 C 0.789 1.029 -0.325
4 C 0.091 -0.437 1.658
5 N -0.695 0.285 -1.897
6 O 1.639 1.729 0.109
7 O 0.423 1.039 -1.678
8 F -0.326 -0.525 -3.046
9 H -1.622 -1.170 -0.508
10 H -0.279 0.387 2.256
11 H 1.134 -0.363 1.753
12 H -0.236 -1.446 2.050

# 8
A molecular structure, C4H4GdO2. Source: the OMol25 dataset; level of theory: ωB97M-V/def2-TZVPD.

Summary:
2S+1 = 8
Kohn-Sham gap (alpha / beta) = 3.783 / 6.091 eV
DFT total energy = -29129.5856 eV
Net charge = -1
Molar mass = 241.32 Da

Element x y z (Å)
1 H 1.196 0.362 -1.257
2 O -0.721 -0.137 -2.504
3 C -0.264 0.446 -1.324
4 C -0.816 -0.032 -0.178
5 C -0.533 0.486 1.162
6 C -0.468 -0.259 2.293
7 O 0.539 -0.682 2.935
8 H -0.571 0.479 -3.222
9 H -1.290 -1.024 -0.211
10 H -0.041 1.471 1.231
11 Gd 2.968 -1.110 1.075

# 9
A molecular structure, C4H4HgLiO5. Source: the OMol25 dataset; level of theory: ωB97M-V/def2-TZVPD.

Summary:
2S+1 = 2
Kohn-Sham gap (alpha / beta) = 6.837 / 5.731 eV
DFT total energy = -18807.5768 eV
Net charge = +2
Energy above the lowest of the compared OMol25 structures with the same formula, charge and spin = 118.7 kJ/mol
Molar mass = 339.60 Da

Element x y z (Å)
1 O -1.641 1.010 -0.207
2 C -0.852 1.301 0.816
3 C -1.615 -0.410 -0.416
4 O -0.023 2.193 0.792
5 O -0.658 0.221 1.555
6 C -1.438 -0.878 1.033
7 Li 1.840 2.016 0.575
8 H -0.436 -0.614 -1.079
9 H -2.508 -0.728 -0.957
10 H -2.357 -1.017 1.610
11 C 1.766 -0.395 -1.099
12 O 2.409 0.545 -0.538
13 O 2.341 -1.275 -1.747
14 Hg 3.996 -0.185 -1.441
15 H -0.825 -1.785 1.104

# 10
C4H4I2Si in the gas phase. Source: the OMol25 dataset; level of theory: ωB97M-V/def2-TZVPD.

Summary:
2S+1 = 1
Kohn-Sham gap = 5.138 eV
DFT total energy = -28286.5757 eV
Net charge = 0
Energy above the lowest of the compared OMol25 structures with the same formula, charge and spin = 433.6 kJ/mol
Molar mass = 333.97 Da

Element x y z (Å)
1 C -0.134 0.534 -0.933
2 C 0.727 1.477 -0.386
3 C -0.761 -0.664 -0.534
4 C 0.997 1.509 0.916
5 Si -0.504 -1.778 0.872
6 I 2.405 2.821 1.812
7 I -1.537 -3.954 0.416
8 H -0.356 0.646 -1.983
9 H 1.011 2.165 -1.216
10 H -1.582 -0.761 -1.232
11 H -0.268 -1.996 2.268

# 11
C4H4IN in the gas phase. Source: the OMol25 dataset; level of theory: ωB97M-V/def2-TZVPD.

Summary:
2S+1 = 1
Kohn-Sham gap (alpha / beta) = 8.038 / 7.514 eV
DFT total energy = -13797.3081 eV
Net charge = 0
Energy above the lowest of the compared OMol25 structures with the same formula, charge and spin = 554.5 kJ/mol
Molar mass = 192.99 Da

Element x y z (Å)
1 C 0.548 -1.450 1.173
2 C 0.408 -1.052 -0.083
3 C -0.502 1.384 0.422
4 C -0.651 1.348 1.693
5 N -0.174 0.254 -0.442
6 I -1.172 2.643 3.192
7 H 0.868 -2.217 1.826
8 H 0.694 -1.520 -0.974
9 H -0.649 2.314 -0.234
10 H 0.140 0.564 -1.299

# 12
A molecular structure, C4H4Li2O5. Source: the OMol25 dataset; level of theory: ωB97M-V/def2-TZVPD.

Summary:
2S+1 = 1
Kohn-Sham gap = 6.435 eV
DFT total energy = -14861.0821 eV
Net charge = 0
Energy above the lowest of the compared OMol25 structures with the same formula, charge and spin = 121.4 kJ/mol
Molar mass = 145.95 Da

Element x y z (Å)
1 O 1.456 -0.072 -0.035
2 C 0.349 -0.806 0.331
3 C 1.392 1.225 0.560
4 O 0.333 -2.036 0.133
5 O -0.123 -0.276 1.505
6 C 0.446 1.011 1.750
7 H 0.995 1.945 -0.168
8 H 2.403 1.518 0.861
9 H -0.349 1.765 1.804
10 H 0.982 0.969 2.707
11 Li -0.509 -2.714 -1.048
12 O -1.504 -1.680 -2.268
13 C -1.298 -0.702 -1.439
14 O -1.899 0.395 -1.690
15 Li -2.674 -0.541 -3.004

# 13
A molecular structure, C4H4LiO2Zn. Source: the OMol25 dataset; level of theory: ωB97M-V/def2-TZVPD.

Summary:
2S+1 = 1
Kohn-Sham gap = 7.300 eV
DFT total energy = -56921.8572 eV
Net charge = +1
Energy above the lowest of the compared OMol25 structures with the same formula, charge and spin = 0.0 kJ/mol
Molar mass = 156.40 Da

Element x y z (Å)
1 O -0.704 1.111 -1.016
2 C -1.192 -0.122 -0.815
3 C -2.261 -0.606 -1.449
4 H -2.872 0.055 -2.063
5 H -2.574 -1.636 -1.293
6 H 0.214 1.255 -0.524
7 C -0.265 -1.030 0.100
8 C 0.875 -0.621 0.584
9 O 1.742 0.182 0.732
10 Li 3.141 0.795 1.970
11 H -0.716 -1.920 0.541
12 Zn 4.613 2.537 3.232

# 14
A molecular structure, C4H4MgO12. Source: the OMol25 dataset; level of theory: ωB97M-V/def2-TZVPD.

Summary:
2S+1 = 1
Kohn-Sham gap = 8.058 eV
DFT total energy = -34237.3072 eV
Net charge = -2
Energy above the lowest of the compared OMol25 structures with the same formula, charge and spin = 0.0 kJ/mol
Molar mass = 268.37 Da

Element x y z (Å)
1 Mg 9.682 18.997 15.588
2 O 12.322 17.730 13.078
3 C 11.305 18.206 13.862
4 O 10.716 17.396 14.640
5 O 10.977 19.407 13.830
6 H 12.294 16.786 13.269
7 O 8.075 21.295 17.568
8 C 8.508 21.758 16.337
9 O 8.197 22.935 16.045
10 O 9.172 20.945 15.672
11 H 7.528 22.017 17.897
12 O 10.826 19.499 19.242
13 C 11.554 19.529 18.063
14 O 10.984 19.018 17.075
15 O 12.702 20.014 18.137
16 H 11.444 19.906 19.857
17 O 6.307 17.094 15.538
18 C 7.421 17.878 15.498
19 O 8.069 18.079 16.565
20 O 7.771 18.419 14.431
21 H 6.098 17.015 16.475

# 15
A molecular structure, C4H4MnO5. Source: the OMol25 dataset; level of theory: ωB97M-V/def2-TZVPD.

Summary:
2S+1 = 5
Kohn-Sham gap (alpha / beta) = 10.515 / 5.305 eV
DFT total energy = -45724.7163 eV
Net charge = +3
Molar mass = 187.01 Da

Element x y z (Å)
1 Mn 0.086 -0.018 0.638
2 O 0.017 2.892 -0.363
3 C 0.102 1.806 0.175
4 C 0.092 -1.796 0.130
5 O 0.036 -2.894 -0.325
6 C 1.774 0.001 0.236
7 O 2.855 0.001 -0.257
8 C -1.563 -0.005 -0.120
9 O -2.667 -0.005 -0.577
10 H 0.134 0.369 -4.322
11 H 0.135 -0.372 -4.322
12 O -0.604 -0.002 2.773
13 H -0.177 -0.808 3.158
14 H -0.220 0.830 3.175

# 16
C4H4N2 in the gas phase. Source: the OMol25 dataset; level of theory: ωB97M-V/def2-TZVPD.

Summary:
2S+1 = 1
Kohn-Sham gap = 9.914 eV
DFT total energy = -7190.4785 eV
Net charge = 0
SMILES = c1cnccn1
Energy above the lowest of the compared OMol25 structures with the same formula, charge and spin = 213.2 kJ/mol
Molar mass = 80.09 Da

Element x y z (Å)
1 C -0.068 1.227 -0.119
2 C -1.278 0.492 0.082
3 C 0.077 -1.224 0.022
4 C 1.240 -0.430 0.039
5 H -0.087 2.370 0.149
6 H -2.311 0.785 0.278
7 H 0.264 -2.292 -0.010
8 H 1.897 -1.170 0.155
9 N -1.107 -0.816 -0.093
10 N 1.166 0.804 -0.009

# 17
C4H4N2 in the gas phase. Source: the OMol25 dataset; level of theory: ωB97M-V/def2-TZVPD.

Summary:
2S+1 = 1
Kohn-Sham gap = 11.168 eV
DFT total energy = -7190.3661 eV
Net charge = 0
SMILES = C#C[C@H](N)C#N
Energy above the lowest of the compared OMol25 structures with the same formula, charge and spin = 224.1 kJ/mol
Molar mass = 80.09 Da

Element x y z (Å)
1 N -1.311 -0.854 -0.099
2 C -0.430 0.211 0.376
3 C 1.016 -0.064 0.243
4 C 2.185 -0.349 0.174
5 C -0.776 1.466 -0.325
6 N -1.044 2.429 -0.905
7 H -1.342 -0.861 -1.114
8 H -0.921 -1.745 0.192
9 H -0.638 0.381 1.439
10 H 3.226 -0.578 0.126

# 18
C4H4N2 in the gas phase. Source: the OMol25 dataset; level of theory: ωB97M-V/def2-TZVPD.

Summary:
2S+1 = 1
Kohn-Sham gap = 8.770 eV
DFT total energy = -7190.4344 eV
Net charge = 0
Energy above the lowest of the compared OMol25 structures with the same formula, charge and spin = 217.5 kJ/mol
Molar mass = 80.09 Da

Element x y z (Å)
1 C 0.895 0.873 0.401
2 C 1.242 -0.271 -0.264
3 N 0.338 -1.193 -0.696
4 C -0.918 -0.942 -0.443
5 N -1.284 0.200 0.221
6 C -0.449 1.177 0.689
7 H 1.626 1.596 0.738
8 H 2.283 -0.494 -0.480
9 H -1.641 -1.684 -0.792
10 H -2.141 0.631 0.548

# 19
C4H4N2 in the gas phase. Source: the OMol25 dataset; level of theory: ωB97M-V/def2-TZVPD.

Summary:
2S+1 = 1
Kohn-Sham gap = 10.519 eV
DFT total energy = -7189.4599 eV
Net charge = 0
SMILES = N#C[C@@H]1C=C1N
Energy above the lowest of the compared OMol25 structures with the same formula, charge and spin = 311.5 kJ/mol
Molar mass = 80.09 Da

Element x y z (Å)
1 N -0.767 1.535 -0.447
2 C 0.443 -0.625 0.524
3 C -0.561 0.209 -0.149
4 C -1.089 -0.943 0.018
5 C 1.617 -1.093 -0.205
6 N 2.581 -1.390 -0.776
7 H 0.085 1.881 -0.865
8 H -0.950 2.032 0.421
9 H 0.750 -0.267 1.525
10 H -2.109 -1.337 -0.046

# 20
A molecular structure, C4H4N2. Source: the OMol25 dataset; level of theory: ωB97M-V/def2-TZVPD.

Summary:
2S+1 = 1
Kohn-Sham gap = 9.751 eV
DFT total energy = -7189.2855 eV
Net charge = 0
Energy above the lowest of the compared OMol25 structures with the same formula, charge and spin = 328.3 kJ/mol
Molar mass = 80.09 Da

Element x y z (Å)
1 C 0.129 -1.062 0.996
2 C -1.074 -0.283 0.902
3 N -1.079 0.672 -0.059
4 C -0.076 0.911 -0.868
5 C 1.055 0.141 -0.747
6 N 1.154 -0.830 0.170
7 H 0.309 -1.873 1.710
8 H -2.075 0.374 0.834
9 H -0.235 1.711 -1.576
10 H 1.897 0.315 -1.406